{"formula": "C2H4AlO2", "method": "the ωB97M-V functional and the def2-TZVPD basis", "charge": 3, "largest_force_ha_per_bohr": 0.081, "homo_lumo_gap_ev": [6.607, 10.913], "spin_multiplicity": 1, "relative_energy_kj_mol": 137.4, "species": ["O", "H", "O", "Al", "H", "C", "C", "H", "H"], "positions_angstrom": [[0.362, 1.475, -0.095], [0.235, 2.437, -0.135], [0.677, -1.044, -0.001], [2.039, 0.291, 0.055], [0.699, -2.010, -0.017], [-0.663, -0.567, 0.114], [-0.816, 0.853, 0.016], [-1.324, -0.466, -0.915], [-1.209, -0.970, 0.978]]}



{"formula": "C2H4B2O", "method": "the ωB97M-V functional and the def2-TZVPD basis", "charge": 0, "smiles": "BC#COB", "largest_force_ha_per_bohr": 0.075, "homo_lumo_gap_ev": 9.518, "spin_multiplicity": 1, "relative_energy_kj_mol": 30.9, "species": ["B", "C", "C", "O", "B", "H", "H", "H", "H"], "positions_angstrom": [[0.742, 2.481, 0.365], [0.449, 1.091, 0.073], [-0.068, -0.044, 0.047], [-0.414, -1.228, -0.285], [-0.737, -2.551, -0.359], [1.881, 2.956, 0.488], [-0.171, 3.341, 0.466], [-0.841, -2.900, -1.491], [-0.841, -3.146, 0.697]]}



{"formula": "C2H4Br2", "method": "the ωB97M-V functional and the def2-TZVPD basis", "charge": 0, "largest_force_ha_per_bohr": 0.079, "homo_lumo_gap_ev": [8.938, 6.805], "spin_multiplicity": 3, "relative_energy_kj_mol": 0.0, "species": ["C", "C", "Br", "Br", "H", "H", "H", "H"], "positions_angstrom": [[0.574, 0.532, -0.236], [0.335, -0.624, 0.539], [0.718, -2.276, -0.139], [-2.888, 0.200, 0.028], [1.010, 1.364, 0.247], [1.204, 0.364, -1.028], [-0.462, 1.035, -0.611], [-0.492, -0.594, 1.200]]}



{"formula": "C2H4Br2S", "method": "the ωB97M-V functional and the def2-TZVPD basis", "charge": 0, "largest_force_ha_per_bohr": 0.089, "homo_lumo_gap_ev": 8.279, "spin_multiplicity": 1, "relative_energy_kj_mol": 145.8, "species": ["C", "C", "S", "Br", "Br", "H", "H", "H", "H"], "positions_angstrom": [[1.812, -1.257, -1.304], [0.463, -2.417, 1.124], [0.793, -0.414, -0.086], [2.139, -3.345, 1.136], [-0.910, -3.294, 0.161], [1.348, -2.066, -1.719], [2.593, -1.438, -0.544], [2.237, -0.496, -1.930], [-0.011, -2.127, 2.047]]}